Computed, not measured: a molecular structure, C45H38IrN8O5P2Se3, with wB97M-V/def2-TZVPD.

Last column: Löwdin spin population.
Positions of all 102 atoms, in Å:
Ir 0.00530 0.57270 -0.51330  0.68
O 1.07040 1.17860 1.30810  -0.02
C 1.45490 0.50060 2.31260  0.00
C 2.59670 0.95170 3.03710  0.00
C 3.03300 0.32270 4.16930  0.00
C 2.37180 -0.82160 4.64060  0.00
C 1.27320 -1.29540 3.97140  0.00
C 0.76550 -0.66060 2.82100  0.00
C -0.42460 -1.16490 2.24340  0.01
N -1.02340 -0.70440 1.18120  -0.09
N -2.15270 -1.22210 0.77950  -0.04
C -2.44790 -1.13230 -0.51490  -0.01
O -1.60810 -0.76720 -1.37840  0.06
C -3.80340 -1.54390 -0.91300  0.00
C -4.70900 -2.05510 0.01430  0.00
C -5.98730 -2.38790 -0.39140  0.00
C -6.37160 -2.22040 -1.71440  0.00
C -5.47100 -1.71340 -2.63890  0.00
C -4.19180 -1.37620 -2.24140  0.00
H 3.08230 1.83190 2.64190  0.00
H 3.88820 0.70830 4.70410  0.00
H 2.72210 -1.31490 5.53380  0.00
H 0.76090 -2.17880 4.32980  0.00
H -0.87810 -2.02090 2.74440  0.00
H -4.39800 -2.17930 1.04000  0.00
H -6.69620 -2.76930 0.32840  0.00
H -7.37570 -2.47620 -2.02290  0.00
H -5.76810 -1.56730 -3.66740  0.00
H -3.47630 -0.96660 -2.93910  0.00
Se 4.93800 -4.47200 -1.77990  0.00
P 2.88060 -4.63680 -2.23340  0.00
C 2.62370 -4.79250 -4.03940  0.00
C 1.85260 -5.81780 -4.57310  0.00
C 1.75610 -5.95970 -5.94590  0.00
C 2.42050 -5.08250 -6.78690  0.00
C 3.20260 -4.06970 -6.25570  0.00
C 3.31360 -3.93280 -4.88520  0.00
C 2.04770 -6.07640 -1.50010  0.00
C 2.81380 -7.08690 -0.94190  0.00
C 2.19690 -8.19200 -0.38120  0.00
C 0.81510 -8.28200 -0.36950  0.00
C 0.04940 -7.27300 -0.93470  0.00
C 0.65820 -6.17370 -1.50940  0.00
C 1.98110 -3.24860 -1.53800  0.00
C 2.01860 -1.84590 -1.57690  0.00
N 1.15470 -1.44250 -0.61630  -0.01
N 0.64640 -2.49890 -0.03950  0.00
N 1.12320 -3.58090 -0.55670  0.00
P 2.95160 -0.58520 -2.44450  0.02
Se 2.49150 1.38150 -1.73250  0.15
C 4.71900 -0.90310 -2.15240  0.00
C 5.15580 -0.65280 -0.85490  0.00
C 6.48350 -0.83730 -0.52670  0.00
C 7.37800 -1.27040 -1.49340  0.00
C 6.94560 -1.51340 -2.78590  0.00
C 5.61630 -1.32650 -3.12220  0.00
C 2.55330 -0.74400 -4.20670  0.00
C 3.34480 -0.12670 -5.17090  0.00
C 3.00080 -0.25300 -6.50410  0.00
C 1.85730 -0.95220 -6.86730  0.00
C 1.03630 -1.50710 -5.89910  0.00
C 1.38500 -1.40480 -4.56640  0.00
H 1.33850 -6.50950 -3.92050  0.00
H 1.16860 -6.76840 -6.35600  0.00
H 2.34090 -5.20180 -7.85700  0.00
H 3.73320 -3.39320 -6.90890  0.00
H 3.94980 -3.17480 -4.45330  0.00
H 3.89200 -6.99440 -0.94740  0.00
H 2.79700 -8.97890 0.04770  0.00
H 0.33040 -9.13490 0.08350  0.00
H -1.02940 -7.34040 -0.92710  0.00
H 0.06020 -5.38960 -1.94790  0.00
H 4.44770 -0.30420 -0.11340  0.00
H 6.81580 -0.64310 0.48160  0.00
H 8.41580 -1.42310 -1.23890  0.00
H 7.63870 -1.85990 -3.53960  0.00
H 5.28780 -1.51590 -4.13280  0.00
H 4.21290 0.44900 -4.87640  0.00
H 3.62680 0.19810 -7.26110  0.00
H 1.60260 -1.05780 -7.91210  0.00
H 0.12990 -2.02520 -6.17660  0.00
H 0.74860 -1.83050 -3.80290  0.00
O -0.82840 3.82520 -2.67910  0.00
N -0.53180 2.82600 -2.08030  0.00
O -0.66680 1.69020 -2.55130  0.09
O -0.05800 2.90190 -0.91770  -0.03
C -0.39240 2.12710 4.28270  0.00
N -0.24580 3.23010 3.37490  0.01
C 0.53140 4.33230 3.58540  0.01
C 0.31510 5.18270 2.55150  0.01
N -0.58660 4.59810 1.71510  0.01
C -1.11770 5.19850 0.52470  0.00
C -0.90510 3.38500 2.20320  0.01
Se -2.04340 2.15350 1.44060  0.14
H -0.59200 2.49640 5.28980  0.00
H 0.51280 1.52030 4.30030  0.00
H -1.22530 1.51020 3.94180  0.00
H 1.16400 4.43390 4.44320  0.00
H 0.73110 6.14840 2.35380  0.00
H -0.96910 6.27370 0.56420  0.00
H -2.18130 4.97690 0.44070  0.00
H -0.61210 4.79510 -0.35330  0.00

Electronic energy, eV: -286888.3670
Lowest unoccupied orbital energy (alpha / beta), eV: -2.3 / -2.3
Kohn-Sham gap (alpha / beta), eV: 5.1 / 4.9
Energy above the lowest of the compared OMol25 structures with the same formula, charge and spin, eV: 5.099
Spin multiplicity: 2

***

Computed, not measured: C25H30N2O6S in the gas phase, with wB97M-V/def2-TZVPD.

Last column: natural (NBO) charge in e.
Positions of all 64 atoms, in Å:
C -0.31871 -4.67010 -1.03830  -0.61
C 0.28354 -4.61620 0.36005  -0.39
C 1.34979 -3.52412 0.46445  -0.50
C 0.71839 -2.14628 0.37378  0.70
O -0.31955 -1.85940 0.92790  -0.62
N 1.46399 -1.27445 -0.37178  -0.65
C 1.18242 0.04364 -0.69636  0.27
C 0.02410 0.69649 -0.27410  -0.27
C -0.24124 1.99782 -0.67357  -0.07
C -1.44071 2.71517 -0.12660  0.67
O -1.29864 3.72119 0.54594  -0.62
N -2.65108 2.19033 -0.40958  -0.43
C -2.92555 1.06169 -1.26460  -0.22
C -3.57609 -0.06964 -0.46724  -0.45
C -4.85231 0.44704 0.21937  0.55
C -4.51815 1.68327 1.06713  -0.45
C -3.83846 2.74377 0.20420  -0.23
O -5.42407 -0.53950 1.05691  -0.53
C -6.54327 -1.08124 0.39415  -0.09
C -7.01618 0.08716 -0.47297  -0.09
O -5.81624 0.75998 -0.78046  -0.55
C 0.65756 2.68276 -1.48568  -0.20
C 1.82052 2.05297 -1.88722  -0.17
C 2.08136 0.75229 -1.49942  -0.39
S 3.69764 0.08882 -1.91340  2.19
O 4.22820 0.80548 -3.03781  -0.92
O 3.61561 -1.35764 -2.01475  -0.96
C 4.64598 0.49372 -0.44699  -0.36
C 5.14188 1.77704 -0.30945  -0.16
C 5.82283 2.11984 0.84286  -0.21
C 6.00771 1.18977 1.86354  0.02
C 6.73574 1.58165 3.11085  -0.63
C 5.50118 -0.09464 1.70219  -0.23
C 4.81754 -0.44511 0.55069  -0.12
H 0.45258 -4.85929 -1.78237  0.20
H -1.06036 -5.46260 -1.10221  0.21
H -0.80404 -3.72621 -1.27643  0.21
H -0.50175 -4.40444 1.08738  0.22
H 0.73017 -5.58126 0.60651  0.20
H 2.10380 -3.65301 -0.31325  0.21
H 1.84115 -3.58905 1.43916  0.23
H 2.28252 -1.63875 -0.86186  0.44
H -0.65653 0.17485 0.37746  0.26
H -2.00877 0.71791 -1.74295  0.23
H -3.63205 1.38475 -2.03923  0.20
H -2.90354 -0.45057 0.30130  0.23
H -3.83692 -0.88849 -1.13844  0.22
H -3.86314 1.36813 1.87900  0.22
H -5.43823 2.08172 1.49487  0.22
H -3.53489 3.60104 0.80704  0.25
H -4.53022 3.06979 -0.57982  0.20
H -7.26667 -1.39680 1.14489  0.20
H -6.24858 -1.93920 -0.22535  0.17
H -7.49163 -0.21863 -1.40521  0.19
H -7.68983 0.74744 0.08977  0.17
H 0.44647 3.69831 -1.78012  0.23
H 2.54273 2.54850 -2.51680  0.24
H 5.00251 2.48256 -1.11285  0.24
H 6.21763 3.11847 0.95708  0.22
H 7.68117 2.06169 2.86593  0.22
H 6.14027 2.29423 3.68078  0.23
H 6.93203 0.71678 3.73852  0.22
H 5.64314 -0.82745 2.48275  0.22
H 4.43525 -1.44402 0.41073  0.22

Electronic energy, eV: -52513.2592
Lowest unoccupied orbital energy, eV: 0.1
Kohn-Sham gap, eV: 9.0
Energy above the lowest of the compared OMol25 structures with the same formula, charge and spin, eV: 0.000

***

Computed, not measured: 3 unconnected molecules or ions with the total composition C5H15N2O, with wB97M-V/def2-TZVPD.

Last column: Löwdin spin population.
Positions of all 23 atoms, in Å:
C -1.58240 0.68565 1.53667  0.00
N -1.52893 -0.52636 0.65117  0.00
C -0.39441 -1.50340 0.95728  0.03
C 0.64024 -1.46573 -0.28095  0.06
C -0.15176 -2.38522 -1.38371  0.09
O 0.72917 -0.22251 -0.93492  0.73
C -0.33959 1.57976 1.66529  0.00
N 0.05306 2.05502 0.32321  0.07
H -1.75787 0.31687 2.56273  0.00
H -2.43851 1.29962 1.28107  0.00
H -1.32453 -0.25117 -0.31169  0.00
H 0.26063 -1.07944 1.75703  0.00
H -0.63077 -2.55885 1.21426  0.00
H 1.59598 -2.05005 -0.17215  0.00
H 0.45102 -2.66773 -2.25610  0.00
H -0.70323 -3.32556 -1.10284  0.01
H -0.80283 -1.62266 -1.82848  0.00
H 3.02312 2.95099 -4.37121  0.00
H 0.46506 1.10651 2.26449  0.00
H -0.52956 2.49701 2.24874  0.00
H 3.68636 3.24291 -3.94099  0.00
H 0.40009 1.23791 -0.28967  0.00
H 0.87966 2.68643 0.41077  0.00

Electronic energy, eV: -10451.1852
Lowest unoccupied orbital energy (alpha / beta), eV: 1.0 / -2.2
Kohn-Sham gap (alpha / beta), eV: 9.9 / 6.7
Energy above the lowest of the compared OMol25 structures with the same formula, charge and spin, eV: 2.832
Spin multiplicity: 2